6 unconnected molecules or ions with the total composition H12O6 in a non-equilibrium geometry. Source: OMol25; level of theory: the ωB97M-V functional and the def2-TZVPD basis.

Structure (XYZ):
```
18
Properties=species:S:1:pos:R:3:forces:R:3
O -0.5038 -2.4671 -2.2836 -0.5 -0.6 0.1
H -1.2418 -1.8911 -2.4736 -0.5 -0.1 -0.3
H 0.1062 -1.8061 -1.9936 1.1 0.4 0.2
O 0.5872 2.4859 2.4954 -1.7 0.2 1.3
H -0.3528 2.4609 2.8384 1.7 0.0 -0.7
H 0.5322 2.2209 1.5814 0.1 -0.2 -0.5
O -0.6818 0.2849 -3.0156 1.6 0.1 1.0
H -1.2788 0.0779 -3.7056 -1.2 -0.1 -0.9
H -1.1288 0.6309 -2.2466 -0.5 0.2 -0.1
O 1.3012 0.6409 0.1614 0.3 0.4 0.5
H 0.3832 0.4249 0.4014 0.0 0.2 -0.7
H 1.4722 0.4999 -0.7676 -0.2 -0.1 -0.3
O -1.1058 0.0479 0.9794 -1.1 0.2 0.0
H -1.0148 -0.8941 0.8824 0.3 -1.0 0.1
H -2.0508 0.1699 0.8084 0.2 0.3 0.1
O 1.8772 -1.3151 2.0594 -1.0 1.1 -0.1
H 1.6502 -0.5941 1.4084 0.8 -0.9 0.6
H 1.4492 -0.9771 2.8694 0.4 -0.4 -0.4
```
Positions in Å, forces in eV/Å.

Summary:
HOMO level in eV: -10.709
Molecular weight in g mol⁻¹: 108.1
SMILES: O.O.O.O.O.O

These are the natural (NBO) partial charges, in e, on atoms 1 to 6: atom 1 (O): -0.9244, atom 2 (H): 0.4562, atom 3 (H): 0.4660, atom 4 (O): -0.9411, atom 5 (H): 0.4631, atom 6 (H): 0.4761

6 unconnected molecules or ions with the total composition H12O6 in a non-equilibrium geometry. Source: OMol25; level of theory: the ωB97M-V functional and the def2-TZVPD basis.

Structure (XYZ):
```
18
Properties=species:S:1:pos:R:3:forces:R:3
O 1.8725 -1.4976 1.9832 -0.5 -0.5 1.5
H 2.3605 -1.2926 1.2132 0.8 0.4 -1.4
H 2.5095 -1.9356 2.5662 -0.3 0.2 -0.1
O -2.3415 0.3164 -1.2888 -0.6 -0.6 -0.4
H -1.5695 0.4194 -0.7298 0.1 0.5 0.4
H -2.9515 -0.2336 -0.7758 0.2 0.2 -0.1
O 0.4745 -1.3436 -1.1668 1.0 -0.2 0.9
H 0.5325 -0.7056 -1.8618 -0.2 0.3 -0.7
H -0.4215 -1.6426 -1.1688 -1.0 -0.4 -0.2
O 2.3785 1.0264 -1.6358 0.4 -0.4 -1.9
H 1.6555 0.6524 -2.1808 0.5 0.5 0.6
H 3.0905 1.0514 -2.3318 -0.7 0.2 1.3
O -2.4655 0.6324 2.4092 3.3 -1.9 1.7
H -3.1915 1.0124 2.0462 -3.4 1.8 -1.7
H -1.7245 0.8584 1.8322 0.0 0.2 0.1
O -0.3645 1.0274 0.5702 -0.6 -0.1 0.2
H -0.1125 0.1124 0.4362 0.7 -0.5 0.1
H 0.2685 1.5424 0.0842 0.6 0.4 -0.2
```
Positions in Å, forces in eV/Å.

Summary:
HOMO level in eV: -10.927
Molecular weight in g mol⁻¹: 108.1
SMILES: O.O.O.O.O.O

These are the natural (NBO) partial charges, in e, on atoms 1 to 6: atom 1 (O): -0.9375, atom 2 (H): 0.4693, atom 3 (H): 0.4684, atom 4 (O): -0.9665, atom 5 (H): 0.4746, atom 6 (H): 0.4697

6 unconnected molecules or ions with the total composition H12O6 in a non-equilibrium geometry. Source: OMol25; level of theory: the ωB97M-V functional and the def2-TZVPD basis.

Structure (XYZ):
```
18
Properties=species:S:1:pos:R:3:forces:R:3
H -0.1802 -0.3686 0.7616 0.4 0.1 0.2
H 1.2115 -0.1417 1.3290 -0.1 0.1 -0.1
H -1.8067 1.2470 3.0304 0.0 -0.1 -0.1
H -2.3968 2.5371 2.4851 -0.1 -0.1 -0.1
H 1.5297 -0.9862 -1.3514 0.1 -0.1 0.4
H 0.1638 -1.4984 -1.7780 -0.1 -0.1 0.1
H 2.9610 1.1039 -0.3620 0.1 -0.1 -0.1
H 1.6283 1.3450 -1.0517 -0.1 0.1 0.3
H 0.5372 0.6284 -2.3203 -0.3 -0.1 -0.1
H -0.6748 0.8892 -3.1995 -0.1 0.2 0.0
H -1.7966 -1.6065 1.0536 -0.1 -0.2 0.1
H -0.5572 -2.1950 0.3997 0.2 -0.2 0.2
O 0.3643 -0.5525 1.5353 1.0 1.5 0.7
O -2.4264 1.5804 2.3718 0.0 0.2 0.1
O 0.6867 -1.2894 -0.9958 -0.4 -0.9 -0.9
O 2.2423 0.6428 -0.8091 0.6 0.8 0.1
O -0.3760 0.9346 -2.2843 0.1 0.2 -0.3
O -1.1103 -2.2702 1.1855 -1.4 -1.2 -0.5
```
Positions in Å, forces in eV/Å.

Summary:
HOMO level in eV: -9.504
Molecular weight in g mol⁻¹: 108.1
SMILES: O.O.O.O.O.O

These are the natural (NBO) partial charges, in e, on atoms 1 to 6: atom 1 (H): 0.4714, atom 2 (H): 0.4544, atom 3 (H): 0.4773, atom 4 (H): 0.4641, atom 5 (H): 0.4923, atom 6 (H): 0.4683

6 unconnected molecules or ions with the total composition H12O6. Source: OMol25; level of theory: the ωB97M-V functional and the def2-TZVPD basis.

Structure (XYZ):
```
18
Properties=species:S:1:pos:R:3:forces:R:3
H 0.4008 -0.5277 -1.3851 0.0 0.1 -0.1
H 1.6471 -1.1734 -1.9681 0.0 0.1 -0.1
H -3.1091 0.6787 0.7024 0.0 0.0 0.0
H -4.1651 1.7157 0.3564 0.1 0.0 0.0
H -0.2842 -0.7592 1.6647 0.0 0.1 0.1
H -0.6754 -0.7917 3.1330 0.0 0.1 0.0
H 2.4245 3.1980 -0.0726 0.1 0.0 0.0
H 2.8243 4.1799 -1.1616 0.1 0.0 0.1
H -3.5639 -1.2396 -1.4832 0.0 0.0 0.0
H -4.9128 -0.8149 -0.9263 0.0 -0.1 0.0
H 4.0804 -2.8212 -0.0514 0.1 0.0 0.0
H 4.4308 -2.2193 1.2995 0.1 0.0 0.0
O 0.7921 -0.8070 -2.2205 0.0 -0.1 0.2
O -3.2107 1.5848 0.3898 -0.2 0.0 0.0
O -0.4754 -0.1828 2.4132 0.0 -0.2 -0.1
O 3.1616 3.7419 -0.3721 -0.2 0.0 -0.1
O -4.1587 -1.3852 -0.7389 0.0 0.1 0.0
O 4.7938 -2.3772 0.4207 -0.2 0.0 0.0
```
Positions in Å, forces in eV/Å.

Summary:
HOMO level in eV: -11.427
Molecular weight in g mol⁻¹: 108.1
SMILES: O.O.O.O.O.O

These are the natural (NBO) partial charges, in e, on atoms 1 to 6: atom 1 (H): 0.4642, atom 2 (H): 0.4681, atom 3 (H): 0.4785, atom 4 (H): 0.4623, atom 5 (H): 0.4616, atom 6 (H): 0.4708

- What is the HOMO level in the third record?
  -9.504 eV

Copy entry 3 word for word.
6 unconnected molecules or ions with the total composition H12O6 in a non-equilibrium geometry. Source: OMol25; level of theory: the ωB97M-V functional and the def2-TZVPD basis.

Structure (XYZ):
```
18
Properties=species:S:1:pos:R:3:forces:R:3
H -0.1802 -0.3686 0.7616 0.4 0.1 0.2
H 1.2115 -0.1417 1.3290 -0.1 0.1 -0.1
H -1.8067 1.2470 3.0304 0.0 -0.1 -0.1
H -2.3968 2.5371 2.4851 -0.1 -0.1 -0.1
H 1.5297 -0.9862 -1.3514 0.1 -0.1 0.4
H 0.1638 -1.4984 -1.7780 -0.1 -0.1 0.1
H 2.9610 1.1039 -0.3620 0.1 -0.1 -0.1
H 1.6283 1.3450 -1.0517 -0.1 0.1 0.3
H 0.5372 0.6284 -2.3203 -0.3 -0.1 -0.1
H -0.6748 0.8892 -3.1995 -0.1 0.2 0.0
H -1.7966 -1.6065 1.0536 -0.1 -0.2 0.1
H -0.5572 -2.1950 0.3997 0.2 -0.2 0.2
O 0.3643 -0.5525 1.5353 1.0 1.5 0.7
O -2.4264 1.5804 2.3718 0.0 0.2 0.1
O 0.6867 -1.2894 -0.9958 -0.4 -0.9 -0.9
O 2.2423 0.6428 -0.8091 0.6 0.8 0.1
O -0.3760 0.9346 -2.2843 0.1 0.2 -0.3
O -1.1103 -2.2702 1.1855 -1.4 -1.2 -0.5
```
Positions in Å, forces in eV/Å.

Summary:
HOMO level in eV: -9.504
Molecular weight in g mol⁻¹: 108.1
SMILES: O.O.O.O.O.O

These are the natural (NBO) partial charges, in e, on atoms 1 to 6: atom 1 (H): 0.4714, atom 2 (H): 0.4544, atom 3 (H): 0.4773, atom 4 (H): 0.4641, atom 5 (H): 0.4923, atom 6 (H): 0.4683

Please write out number 1 again, unchanged.
6 unconnected molecules or ions with the total composition H12O6 in a non-equilibrium geometry. Source: OMol25; level of theory: the ωB97M-V functional and the def2-TZVPD basis.

Structure (XYZ):
```
18
Properties=species:S:1:pos:R:3:forces:R:3
O -0.5038 -2.4671 -2.2836 -0.5 -0.6 0.1
H -1.2418 -1.8911 -2.4736 -0.5 -0.1 -0.3
H 0.1062 -1.8061 -1.9936 1.1 0.4 0.2
O 0.5872 2.4859 2.4954 -1.7 0.2 1.3
H -0.3528 2.4609 2.8384 1.7 0.0 -0.7
H 0.5322 2.2209 1.5814 0.1 -0.2 -0.5
O -0.6818 0.2849 -3.0156 1.6 0.1 1.0
H -1.2788 0.0779 -3.7056 -1.2 -0.1 -0.9
H -1.1288 0.6309 -2.2466 -0.5 0.2 -0.1
O 1.3012 0.6409 0.1614 0.3 0.4 0.5
H 0.3832 0.4249 0.4014 0.0 0.2 -0.7
H 1.4722 0.4999 -0.7676 -0.2 -0.1 -0.3
O -1.1058 0.0479 0.9794 -1.1 0.2 0.0
H -1.0148 -0.8941 0.8824 0.3 -1.0 0.1
H -2.0508 0.1699 0.8084 0.2 0.3 0.1
O 1.8772 -1.3151 2.0594 -1.0 1.1 -0.1
H 1.6502 -0.5941 1.4084 0.8 -0.9 0.6
H 1.4492 -0.9771 2.8694 0.4 -0.4 -0.4
```
Positions in Å, forces in eV/Å.

Summary:
HOMO level in eV: -10.709
Molecular weight in g mol⁻¹: 108.1
SMILES: O.O.O.O.O.O

These are the natural (NBO) partial charges, in e, on atoms 1 to 6: atom 1 (O): -0.9244, atom 2 (H): 0.4562, atom 3 (H): 0.4660, atom 4 (O): -0.9411, atom 5 (H): 0.4631, atom 6 (H): 0.4761